A structure of composition C34H34N9O11PtS3, computed with ωB97M-V/def2-TZVPD.

Last column: Löwdin charge in e.
Geometry (Å):
Pt (-1.00735, -0.17456, -0.30869)  1.64
C (3.71348, 5.04881, -3.93767)  -0.04
C (3.02587, 4.40271, -2.76888)  -0.25
C (3.08622, 3.02170, -2.58421)  -0.01
C (2.47995, 2.42375, -1.49616)  -0.03
C (1.79065, 3.21212, -0.58490)  -0.29
C (1.72494, 4.59038, -0.73840)  -0.06
C (2.34492, 5.17495, -1.83058)  -0.02
S (0.98514, 2.44970, 0.77605)  0.63
O (0.55351, 3.49100, 1.66784)  -0.29
O (1.79998, 1.37725, 1.27565)  -0.30
N (-0.35724, 1.72172, 0.18136)  -0.21
C (-1.23342, 2.33550, -0.68315)  -0.37
C (-1.51206, 3.66188, -0.98979)  0.03
C (-2.49863, 3.88362, -1.93175)  -0.02
C (-3.18710, 2.82986, -2.53806)  -0.04
C (-2.87296, 1.53896, -2.17981)  -0.06
N (-1.91203, 1.33540, -1.27956)  -0.05
H (3.79026, 4.36194, -4.77909)  0.08
H (4.72670, 5.34871, -3.66252)  0.09
H (3.18335, 5.94244, -4.26471)  0.08
H (3.61212, 2.40155, -3.29924)  0.13
H (2.55520, 1.35804, -1.35473)  0.10
H (1.21107, 5.19173, -0.00054)  0.11
H (2.30121, 6.24998, -1.95549)  0.12
H (-0.98778, 4.46599, -0.49691)  0.11
H (-2.74725, 4.90162, -2.20183)  0.12
H (-3.95549, 3.01339, -3.27343)  0.11
H (-3.34639, 0.66044, -2.59978)  0.12
O (2.03680, -0.96155, -2.83854)  0.09
C (1.33920, -1.02142, -1.85065)  -0.55
O (0.31220, -0.18895, -1.76124)  -0.18
C (1.63611, -2.04240, -0.78320)  -0.05
C (2.71311, -2.86877, -1.05850)  0.10
C (3.07906, -3.87556, -0.18575)  -0.11
C (2.36852, -4.11742, 0.96802)  0.10
C (1.27827, -3.31831, 1.23508)  -0.06
C (0.89826, -2.23441, 0.40745)  -0.26
O (-0.05425, -1.45720, 0.84243)  -0.20
N (0.52598, -3.61097, 2.45355)  -0.35
O (1.16168, -4.01001, 3.42025)  0.06
O (-0.68132, -3.47976, 2.44791)  0.09
N (4.24282, -4.71578, -0.49220)  -0.35
O (4.85432, -4.47456, -1.51076)  0.10
O (4.54405, -5.56659, 0.32124)  0.08
H (3.26662, -2.71164, -1.97284)  0.14
H (2.64633, -4.91713, 1.63840)  0.14
C (0.97809, 1.16409, 5.93548)  -0.05
C (0.38087, 1.37161, 4.52369)  -0.13
N (0.05772, 0.08049, 3.92744)  -0.12
C (-0.73661, -0.71737, 4.85476)  -0.14
C (0.13302, -1.15064, 6.05679)  -0.05
N (1.36555, -0.28693, 6.03365)  -0.08
C (2.21923, -0.65700, 4.84974)  -0.04
C (1.29065, -0.64201, 3.62046)  -0.13
H (0.26372, 1.35416, 6.73546)  0.13
H (1.87350, 1.75733, 6.11182)  0.14
H (1.08274, 1.88557, 3.86924)  0.11
H (-0.51588, 1.98690, 4.58944)  0.13
H (-1.11496, -1.60028, 4.33844)  0.11
H (-1.58815, -0.12371, 5.19010)  0.13
H (0.46961, -2.18349, 5.97536)  0.14
H (-0.35452, -1.00687, 7.01950)  0.13
H (1.89387, -0.43708, 6.88943)  0.19
H (2.65353, -1.63684, 5.04229)  0.14
H (3.01460, 0.08497, 4.79171)  0.14
H (1.01970, -1.65546, 3.35452)  0.09
H (1.78491, -0.17971, 2.77190)  0.10
N (-3.30177, -0.35602, -6.94742)  0.12
C (-3.02214, -1.01505, -5.78067)  -0.31
C (-1.69898, -1.14021, -5.33324)  -0.01
C (-1.41611, -1.78020, -4.14593)  -0.04
C (-2.45769, -2.29835, -3.38101)  -0.31
C (-3.77798, -2.18272, -3.80722)  -0.06
C (-4.05865, -1.54760, -4.99751)  -0.02
S (-2.12536, -3.01612, -1.83408)  0.64
O (-3.20934, -3.86357, -1.42497)  -0.29
O (-0.76751, -3.46256, -1.80570)  -0.24
N (-2.24126, -1.70454, -0.82391)  -0.23
C (-2.93193, -1.64735, 0.32938)  -0.72
S (-3.91856, -2.71290, 1.22572)  1.14
C (-3.87159, -1.56878, 2.53947)  -0.36
C (-3.11568, -0.49275, 2.24884)  -0.20
N (-2.62230, -0.52296, 0.96420)  -0.10
H (-2.55040, -0.18618, -7.59222)  0.10
H (-4.20787, -0.47902, -7.36320)  0.10
H (-0.89005, -0.73898, -5.93092)  0.12
H (-0.38947, -1.87887, -3.81879)  0.11
H (-4.57449, -2.60755, -3.21021)  0.12
H (-5.08263, -1.47105, -5.34167)  0.12
H (-4.44780, -1.74534, 3.43212)  0.08
H (-2.92629, 0.36276, 2.87607)  0.12

total energy: -3949.96597 Ha
net charge: +1
LUMO: -2.74 eV
frontier orbital gap: 7.68 eV
F_max: 0.483 eV/A


A structure of composition C34H35AsMnN3OS4Te, computed with ωB97M-V/def2-TZVPD.

Last column: Mulliken spin population.
Geometry (Å):
Mn (-2.31397, 1.98478, -0.09800)  4.45
N (-0.30562, 3.04151, -0.68158)  0.03
C (-0.03996, 4.09143, 0.21289)  0.05
C (1.21086, 4.61538, 0.42672)  0.00
C (1.41129, 5.64111, 1.36793)  0.00
C (0.35814, 6.15224, 2.07524)  0.01
C (-0.93689, 5.61914, 1.88940)  0.00
C (-2.07713, 6.08940, 2.59068)  0.02
C (-3.29464, 5.52850, 2.36033)  0.00
C (-3.39163, 4.43650, 1.46411)  -0.03
N (-2.34973, 3.95314, 0.82405)  -0.04
C (-1.12954, 4.56602, 0.98000)  -0.05
H (-0.90570, 3.29374, -1.47008)  0.01
H (0.53175, 2.59982, -1.04045)  0.01
H (2.05093, 4.24011, -0.14601)  0.00
H (2.40834, 6.03675, 1.50912)  0.00
H (0.49916, 6.95432, 2.78814)  0.00
H (-1.95656, 6.89676, 3.30319)  0.00
H (-4.19586, 5.86007, 2.85519)  0.00
H (-4.35733, 3.98471, 1.25675)  0.04
S (-6.39230, 3.45071, 0.12736)  0.25
As (-6.59416, 2.25689, 1.86588)  0.36
S (-3.70410, 0.55655, 1.06463)  -0.04
S (-4.53999, 1.60819, 2.64841)  0.07
S (-7.49668, 2.97368, 3.61238)  0.26
C (4.24588, 1.81656, -0.75676)  0.00
C (3.09825, 0.88959, -0.46411)  0.00
C (2.91874, -0.28479, -1.17116)  0.00
C (1.85881, -1.15431, -0.90740)  -0.01
C (1.73104, -2.38746, -1.75619)  0.00
C (0.96092, -0.84286, 0.11625)  0.02
Te (-0.69768, -2.10016, 0.54116)  0.01
N (-1.57375, 0.37384, -0.90462)  -0.43
C (-1.91917, 0.81557, -2.06664)  0.00
O (-2.45978, 2.00848, -2.18075)  0.04
C (-1.64499, 0.05855, -3.32371)  -0.03
C (-1.48567, -1.32218, -3.30225)  -0.01
C (-1.21915, -2.00908, -4.47551)  0.00
C (-1.10970, -1.32128, -5.67637)  0.00
C (-1.27809, 0.05634, -5.70215)  0.00
C (-1.55298, 0.74397, -4.53036)  0.01
C (0.47449, -3.80760, 1.06175)  0.00
C (1.45835, -3.75998, 2.05386)  0.00
C (1.74200, -2.51379, 2.84392)  0.00
C (2.20282, -4.90420, 2.33719)  0.00
C (1.98865, -6.10210, 1.67826)  0.00
C (2.79628, -7.32775, 1.99946)  0.00
C (0.98863, -6.14171, 0.71412)  0.00
C (0.23138, -5.02166, 0.39647)  0.00
C (-0.83210, -5.16170, -0.66020)  0.00
C (1.12687, 0.34419, 0.85141)  -0.01
C (0.23331, 0.73293, 1.99678)  0.03
C (2.18551, 1.18949, 0.54215)  0.01
H (4.88337, 1.41984, -1.54639)  0.00
H (4.86350, 1.96673, 0.13081)  0.00
H (3.89325, 2.80043, -1.07561)  0.00
H (3.61031, -0.53649, -1.96884)  0.00
H (2.39209, -2.32369, -2.62084)  0.00
H (0.70778, -2.50717, -2.11055)  0.00
H (1.98677, -3.28756, -1.19368)  0.00
H (-1.57806, -1.84464, -2.35846)  0.01
H (-1.09995, -3.08568, -4.45289)  0.00
H (-0.90229, -1.85948, -6.59310)  0.00
H (-1.20399, 0.59404, -6.63931)  0.00
H (-1.71053, 1.81445, -4.53328)  0.00
H (0.81167, -2.05512, 3.18440)  0.00
H (2.26467, -1.76635, 2.24329)  0.00
H (2.35758, -2.74404, 3.71384)  0.00
H (2.96583, -4.85052, 3.10733)  0.00
H (3.49393, -7.13622, 2.81439)  0.00
H (3.37456, -7.65886, 1.13439)  0.00
H (2.15273, -8.15829, 2.29570)  0.00
H (0.79029, -7.07234, 0.19164)  0.00
H (-0.84758, -6.18011, -1.04827)  0.00
H (-0.65945, -4.47327, -1.49005)  0.00
H (-1.82643, -4.93441, -0.27174)  0.00
H (-0.82299, 0.52987, 1.80214)  -0.01
H (0.36219, 1.79077, 2.23694)  -0.02
H (0.47799, 0.15518, 2.89168)  0.00
H (2.30525, 2.10456, 1.11556)  0.00

total energy: -6803.83703 Ha
net charge: -1
LUMO (spin up / spin down): 1.61 / 1.54 eV
frontier orbital gap (spin up / spin down): 5.41 / 6.15 eV
F_max: 0.529 eV/A
2S+1: 6


A structure of composition C34H35BrF4N8PPdS, computed with ωB97M-V/def2-TZVPD.

Last column: Löwdin charge in e.
Geometry (Å):
Pd (0.51801, -0.23031, -0.36621)  0.70
C (1.15316, -0.31786, 5.77130)  -0.05
C (0.14190, -0.75964, 4.72847)  -0.23
N (-0.18540, 0.33731, 3.80803)  0.04
C (-0.08852, 0.34451, 2.49452)  -0.67
S (0.48703, -1.14711, 1.70552)  0.77
N (-0.41656, 1.43092, 1.82968)  0.06
N (-0.19845, 1.38623, 0.50271)  -0.13
C (-0.53192, 2.36925, -0.27777)  -0.23
C (-1.19141, 3.59994, 0.23448)  0.02
C (-0.16800, 2.21827, -1.69992)  -0.21
C (-0.36707, 3.21975, -2.63230)  0.05
C (0.07027, 3.02372, -3.93784)  0.03
C (0.70410, 1.83854, -4.26850)  0.02
C (0.87604, 0.87939, -3.28469)  -0.14
N (0.45481, 1.06187, -2.03499)  -0.03
H (1.24151, -1.07987, 6.54364)  0.09
H (0.83467, 0.60551, 6.25722)  0.09
H (2.13673, -0.15510, 5.33195)  0.08
H (-0.78461, -1.09781, 5.19536)  0.13
H (0.52948, -1.59195, 4.13834)  0.07
H (-0.47040, 1.21644, 4.22379)  0.17
H (-1.56297, 3.44579, 1.24189)  0.09
H (-2.01000, 3.87428, -0.43243)  0.10
H (-0.48532, 4.43491, 0.24929)  0.12
H (-0.84129, 4.14737, -2.34518)  0.13
H (-0.07501, 3.79620, -4.68151)  0.14
H (1.06770, 1.65149, -5.26928)  0.14
H (1.37524, -0.05670, -3.50441)  0.12
F (-1.09497, -6.94334, -0.48814)  0.22
C (-1.23973, -5.64724, -0.49382)  -0.10
C (-2.46582, -5.07317, -0.19819)  -0.11
F (-3.49662, -5.82779, 0.08579)  0.20
C (-2.60551, -3.68648, -0.20750)  -0.19
F (-3.80608, -3.18595, 0.04162)  0.14
C (-1.53370, -2.84895, -0.48044)  -0.30
P (-1.73307, -1.05185, -0.55835)  1.07
C (-2.47004, -0.74351, -2.16422)  -0.33
C (-3.86888, -0.67560, -2.25258)  -0.06
C (-4.47553, -0.62653, -3.49697)  -0.02
C (-3.70708, -0.65424, -4.65296)  -0.01
C (-2.32324, -0.75393, -4.56957)  -0.04
C (-1.70759, -0.80580, -3.33230)  -0.11
C (-2.81618, -0.47436, 0.72464)  -0.38
C (-3.04067, -1.22521, 1.88240)  -0.09
C (-3.90963, -0.74962, 2.84757)  -0.03
C (-4.53169, 0.48222, 2.67966)  -0.01
C (-4.29529, 1.24231, 1.53921)  -0.03
C (-3.44458, 0.76602, 0.55894)  -0.10
C (-0.32701, -3.46303, -0.80365)  -0.50
Br (1.16369, -2.42132, -1.38121)  1.05
C (-0.15646, -4.82718, -0.81687)  -0.24
F (1.00268, -5.36461, -1.14091)  0.14
H (-4.48641, -0.68514, -1.36626)  0.11
H (-5.55409, -0.57762, -3.56110)  0.13
H (-4.18882, -0.61813, -5.62097)  0.13
H (-1.72911, -0.80966, -5.47191)  0.12
H (-0.63546, -0.93737, -3.28302)  0.05
H (-2.56370, -2.18819, 2.01618)  0.11
H (-4.11766, -1.34529, 3.72656)  0.13
H (-5.21765, 0.84526, 3.43389)  0.13
H (-4.79283, 2.19389, 1.40864)  0.13
H (-3.28297, 1.35066, -0.33869)  0.11
C (3.25191, 1.34298, -1.06988)  -0.17
N (2.69925, 0.41595, -0.00343)  -0.13
C (2.83865, 1.17606, 1.31238)  -0.19
N (4.18926, 1.58279, 1.56596)  -0.07
C (4.65258, 2.45368, 0.48450)  -0.13
N (4.60090, 1.74592, -0.79786)  -0.07
C (5.45529, 0.55595, -0.71806)  -0.12
N (4.99821, -0.33650, 0.35164)  -0.07
C (3.65472, -0.75713, 0.07592)  -0.22
C (5.04256, 0.39094, 1.62413)  -0.12
H (2.60532, 2.22016, -1.12127)  0.13
H (3.22992, 0.80409, -2.01818)  0.12
H (2.51247, 0.51595, 2.11199)  0.09
H (2.18454, 2.04791, 1.25537)  0.12
H (5.67731, 2.76297, 0.68172)  0.14
H (4.02277, 3.34376, 0.43702)  0.14
H (6.47919, 0.86342, -0.51424)  0.15
H (5.43375, 0.02521, -1.67142)  0.14
H (3.29702, -1.42738, 0.86024)  0.11
H (3.63718, -1.27175, -0.88817)  0.09
H (6.06916, 0.69220, 1.82407)  0.15
H (4.70602, -0.26180, 2.43098)  0.14

total energy: -5594.59932 Ha
net charge: +3
LUMO: -10.71 eV
frontier orbital gap: 5.59 eV
F_max: 0.527 eV/A